Formula: C54H48N2O2P
Source: the Open Molecules 2025 dataset
Level of theory: ωB97M-V/def2-TZVPD

Its charge is +1. The spin multiplicity is 1. As for the HOMO-LUMO gap: 4.720 eV. For the HOMO energy, the calculation gives -0.3534 Eh. Its electronic energy is -73132.547 eV. The calculation puts the relative energy (zero: lowest compared OMol25 entry of this formula, charge and spin) at 0.0 kJ/mol.

Element x y z (Å)
C1 -2.314 -4.003 0.715
N1 -1.545 -2.967 0.070
C2 -0.840 -3.180 -1.090
O1 -0.750 -4.254 -1.674
C3 -0.239 -1.839 -1.508
C4 -0.443 -1.532 -2.989
C5 -1.909 -1.340 -3.298
C6 -2.796 -2.424 -3.332
C7 -4.169 -2.202 -3.456
C8 -4.663 -0.893 -3.528
C9 -3.771 0.184 -3.604
C10 -2.400 -0.050 -3.520
N2 -0.903 -0.911 -0.602
C11 -0.964 0.427 -0.726
C12 -1.765 1.199 0.105
C13 -2.174 2.519 -0.198
C14 -1.727 3.639 0.554
C15 -1.722 4.915 -0.066
C16 -1.421 6.051 0.667
C17 -1.147 5.945 2.039
C18 -1.139 4.689 2.664
C19 -1.356 3.534 1.925
C20 -1.633 -1.580 0.478
C21 -1.024 -1.299 1.818
C22 0.159 -1.848 2.162
C23 0.846 -1.612 3.424
C24 1.982 -2.393 3.742
C25 2.611 -2.269 4.976
C26 2.145 -1.326 5.907
C27 1.052 -0.507 5.587
C28 0.395 -0.652 4.362
H1 -2.081 -4.957 0.243
H2 -2.064 -4.043 1.779
H3 -3.387 -3.793 0.624
H4 0.839 -1.876 -1.260
H5 0.121 -0.623 -3.233
H6 -0.041 -2.388 -3.554
H7 -2.400 -3.441 -3.259
H8 -4.854 -3.054 -3.484
H9 -5.738 -0.709 -3.527
H10 -4.134 1.210 -3.721
H11 -1.687 0.777 -3.591
H12 -0.337 0.875 -1.508
H13 -2.100 0.760 1.052
H14 -2.718 2.692 -1.133
H15 -1.993 4.956 -1.126
H16 -1.450 7.025 0.171
H17 -1.013 6.843 2.643
H18 -0.996 4.609 3.738
H19 -1.318 2.544 2.381
H20 -2.686 -1.257 0.492
H21 -1.540 -0.573 2.453
H22 0.646 -2.556 1.476
H23 2.347 -3.104 2.997
H24 3.477 -2.891 5.209
H25 2.650 -1.217 6.868
H26 0.720 0.258 6.292
H27 -0.464 -0.029 4.107
C29 -7.802 5.387 -2.984
C30 -6.556 5.793 -2.494
C31 -6.161 5.425 -1.205
C32 -7.046 4.698 -0.402
P1 -6.532 4.311 1.264
C33 -7.731 5.094 2.356
C34 -7.520 5.031 3.746
C35 -8.430 5.611 4.628
C36 -9.528 6.321 4.134
C37 -9.759 6.364 2.759
C38 -8.868 5.759 1.871
C39 -6.801 2.539 1.397
C40 -7.295 1.987 2.588
C41 -7.602 0.628 2.651
C42 -7.341 -0.200 1.555
C43 -6.742 0.328 0.404
C44 -6.443 1.689 0.333
C45 -4.866 4.774 1.488
C46 -4.601 5.683 2.591
O2 -3.829 5.362 3.515
C47 -5.285 7.042 2.649
C48 -5.813 7.707 1.535
C49 -6.614 8.845 1.688
C50 -6.801 9.396 2.964
C51 -6.111 8.852 4.056
C52 -5.357 7.691 3.892
C53 -8.293 4.273 -0.891
C54 -8.672 4.636 -2.184
H28 -8.094 5.648 -4.003
H29 -5.884 6.397 -3.105
H30 -5.186 5.702 -0.799
H31 -6.634 4.532 4.148
H32 -8.273 5.522 5.704
H33 -10.198 6.839 4.822
H34 -10.640 6.877 2.369
H35 -9.062 5.824 0.801
H36 -7.427 2.622 3.462
H37 -8.027 0.217 3.570
H38 -7.574 -1.265 1.614
H39 -6.493 -0.324 -0.436
H40 -5.926 2.100 -0.536
H41 -4.114 4.026 1.269
H42 -5.628 7.285 0.550
H43 -7.118 9.286 0.826
H44 -7.500 10.226 3.110
H45 -6.187 9.312 5.045
H46 -4.854 7.249 4.750
H47 -8.971 3.694 -0.257
H48 -9.653 4.340 -2.557